Entry 1:
This record from the OMol25 dataset describes an isolated molecule of C5H9NO8S at a distorted geometry. The level of theory is the ωB97M-V functional and the def2-TZVPD basis.

Its HOMO-LUMO gap is 10.318 eV. The value obtained for the LUMO energy is -0.6 eV. Its SMILES is O=NOCOC(=O)OCCCS(=O)(=O)O.

The geometry in ORCA input format:
```
! wB97M-V def2-TZVPD RIJCOSX def2/J DEFGRID3
* xyz 0 1
O 1.61836 -0.44545 2.31466
N 2.32309 -1.27979 1.84629
O 3.30606 -0.67717 1.06393
C 2.74764 -0.53605 -0.28787
O 2.45821 0.87265 -0.44865
C 1.31772 1.07694 -1.25006
O 1.18857 0.34734 -2.26984
O 0.32156 2.03954 -1.01494
C -0.19353 1.96894 0.34084
C -1.64387 1.28987 0.44771
C -1.85309 0.03643 -0.52582
S -1.86087 -1.60435 0.32695
O -0.57469 -1.91328 1.04189
O -3.05876 -1.73625 1.24137
O -1.99358 -2.75961 -0.90819
H 1.80588 -1.19453 -0.31749
H 3.51194 -0.95174 -1.01574
H 0.56919 1.52053 1.07684
H -0.32771 3.05917 0.69232
H -1.84979 1.05957 1.55369
H -2.39967 2.09135 0.11058
H -1.11643 -0.00502 -1.39487
H -2.89766 0.15748 -0.99878
H -1.39858 -2.41655 -1.62483
*
```

=====

Entry 2:
This record from the OMol25 dataset describes a 2-piece molecular cluster, C14H14Cl2N4O2S overall at a distorted geometry. The level of theory is the ωB97M-V functional and the def2-TZVPD basis.

Its HOMO-LUMO gap is 7.292 eV. The value obtained for the LUMO energy is -0.6 eV.

The geometry in ORCA input format:
```
! wB97M-V def2-TZVPD RIJCOSX def2/J DEFGRID3
* xyz 0 1
O -1.74294 -2.90237 0.23554
C -2.44374 -1.99158 0.09641
N -3.78602 -2.03294 0.26000
C -4.55949 -0.96997 0.04043
C -5.93954 -0.82827 -0.01755
C -6.44509 0.55525 -0.08786
C -5.55012 1.49370 -0.30451
C -4.12167 1.37649 -0.66506
C -3.73965 0.08858 -0.36822
C -2.33503 -0.59688 -0.24610
N -1.34814 0.32228 -0.42271
N -0.18450 -0.12132 -0.34894
C 0.76607 -1.30219 -0.72025
N 2.00802 -1.10027 -0.05957
H 2.66105 -1.70490 -0.77620
C 2.46927 -0.19280 0.87758
H 1.75513 0.21443 1.27958
H 3.11996 -0.69870 1.59462
C 3.51261 0.91682 -0.13646
C 4.11124 1.87660 0.92657
H 4.19731 2.77231 0.18965
C 5.39181 1.27399 1.15486
H 5.47285 0.56353 1.86505
C 5.63279 0.52651 -0.16949
H 6.10463 1.34102 -1.33163
H 6.42122 -0.38280 -0.30134
O 4.41652 -0.12772 -0.75478
H 6.33638 2.05977 1.17024
H 3.53766 1.96817 1.85730
H 2.80195 1.25357 -0.75056
S 0.43192 -2.19389 -1.96569
H -3.41914 2.09555 -0.92647
Cl -5.99753 3.25656 -0.78264
H -7.46133 0.75816 -0.11594
Cl -7.13700 -1.94858 0.55702
H -4.35362 -2.79328 0.55593
H -0.58383 -2.82480 -1.40879
*
```

=====

Entry 3:
This record from the OMol25 dataset describes a 2-piece molecular cluster, C4H6BrP overall at a distorted geometry. The level of theory is the ωB97M-V functional and the def2-TZVPD basis.

Its HOMO-LUMO gap is 5.422 eV. The value obtained for the LUMO energy is -2.7 eV.

The geometry in ORCA input format:
```
! wB97M-V def2-TZVPD RIJCOSX def2/J DEFGRID3
* xyz 0 1
C -0.42515 -0.26178 1.09445
C -0.34537 1.08847 1.21297
C -0.53368 -0.73902 -0.31503
C -0.03772 0.36156 -1.17468
P -0.03430 1.95034 -0.35201
Br 2.93628 -0.76706 -0.17121
H -0.52024 -1.03371 1.97992
H -0.27795 1.77346 1.99406
H -0.12464 -1.75595 -0.35392
H -1.52042 -1.06705 -0.37199
H 1.11516 0.06448 -1.18872
H -0.23197 0.38625 -2.35384
*
```

=====

Entry 4:
This record from the OMol25 dataset describes an isolated molecule of C5H10O. The level of theory is the ωB97M-V functional and the def2-TZVPD basis.

Its HOMO-LUMO gap is 9.621 eV. The value obtained for the LUMO energy is 0.9 eV. Its SMILES is C=C(O)C(C)C.

The geometry in ORCA input format:
```
! wB97M-V def2-TZVPD RIJCOSX def2/J DEFGRID3
* xyz 0 1
C 1.72285 -0.26573 -1.17445
C 1.03438 -0.02110 -0.05566
O 1.61151 0.67273 0.96707
C -0.41327 -0.41289 0.19290
C -1.28530 0.10135 -0.96218
C -0.95837 0.08125 1.53692
H 1.37767 -0.93524 -1.95030
H 2.65928 0.25355 -1.36067
H 2.55467 0.69358 0.75091
H -0.45928 -1.51095 0.18831
H -0.91414 -0.25138 -1.92893
H -1.27992 1.19778 -0.98569
H -2.32354 -0.22912 -0.84597
H -0.97434 1.17607 1.58184
H -0.36391 -0.27915 2.38091
H -1.98830 -0.27078 1.66496
*
```

=====

Entry 5:
This record from the OMol25 dataset describes a 2-piece molecular cluster, H2N3O3S overall at a distorted geometry. The level of theory is the ωB97M-V functional and the def2-TZVPD basis.

Its HOMO-LUMO gap (alpha / beta) is 6.173 / 8.439 eV. The value obtained for the LUMO energy (alpha / beta) is 2.9 / 3.7 eV.

The geometry in ORCA input format:
```
! wB97M-V def2-TZVPD RIJCOSX def2/J DEFGRID3
* xyz -1 1
N -0.82452 -0.71768 -0.16292
N -0.49999 -0.71699 1.02160
N -1.78677 -1.43808 -0.73122
O 1.25780 2.47991 1.15752
O 2.88662 0.60936 1.07168
O 1.69934 1.30450 -1.00590
S 1.68775 1.17036 0.48570
H -2.62531 -1.72293 -0.17885
H -1.79492 -0.96845 -1.65761
*
```

=====

Entry 6:
This record from the OMol25 dataset describes an isolated molecule of C2H3N3O at a distorted geometry. The level of theory is the ωB97M-V functional and the def2-TZVPD basis.

Its HOMO-LUMO gap (alpha / beta) is 8.990 / 7.566 eV. The value obtained for the LUMO energy (alpha / beta) is -1.1 / -2.2 eV.

The geometry in ORCA input format:
```
! wB97M-V def2-TZVPD RIJCOSX def2/J DEFGRID3
* xyz 0 1
N -1.08214 0.62151 1.23165
C 0.07624 0.31936 0.55433
N -0.18712 -0.02929 -0.76519
C 0.71615 -0.67538 -1.56254
N 1.82080 -0.20146 -1.25285
O 1.17565 0.39718 1.07093
H -1.96161 0.28853 0.87205
H -0.97691 0.60107 2.23370
H 0.41894 -1.32153 -2.38208
*
```

=====

Entry 7:
This record from the OMol25 dataset describes C9H19ClCuN5O8S3 as an isolated structure. The level of theory is the ωB97M-V functional and the def2-TZVPD basis.

Its HOMO-LUMO gap (alpha / beta) is 8.415 / 8.188 eV. The value obtained for the LUMO energy (alpha / beta) is 2.5 / 2.3 eV.

The geometry in ORCA input format:
```
! wB97M-V def2-TZVPD RIJCOSX def2/J DEFGRID3
* xyz -1 2
Cu -2.28572 -0.34761 -0.04990
O -5.70365 1.16399 1.03079
Cl -5.10050 0.01718 0.42905
O -4.07848 0.49127 -0.55571
O -6.06886 -0.77091 -0.26823
O -4.37944 -0.77132 1.39500
C 3.21609 0.57212 1.18902
C 1.86387 -0.01949 0.82357
N 0.74514 0.89195 1.07944
C -0.28329 0.69847 1.90271
S -1.81961 1.39583 1.50240
N -0.22188 0.01111 3.04268
C 0.87767 -0.69730 3.67850
C 0.76920 -2.20791 3.49484
H 4.01151 -0.12833 0.92637
H 3.29410 0.79230 2.25594
H 3.39300 1.50313 0.64956
H 1.68442 -0.96508 1.32225
H 1.81284 -0.26105 -0.23875
H 0.46646 1.40398 0.24423
H -1.13063 -0.08573 3.46849
H 0.85243 -0.44580 4.74124
H 1.81805 -0.31329 3.29480
H -0.10248 -2.59342 4.02556
H 1.65696 -2.70535 3.89063
H 0.64332 -2.46448 2.44366
C 2.83671 2.30629 -2.37175
C 2.25047 1.03864 -2.98416
C 0.75750 0.99331 -2.87636
N 0.09655 1.42512 -1.85965
N -1.24555 1.15415 -1.92889
C -1.57879 0.55452 -3.02942
N -2.87234 0.23516 -3.37142
S -0.24256 0.27564 -4.08877
H 3.92698 2.27520 -2.39040
H 2.50766 2.42288 -1.34074
H 2.50556 3.18815 -2.92175
H 2.63993 0.14704 -2.48380
H 2.53912 0.95589 -4.03366
H -3.50212 0.44854 -2.60256
H -2.96307 -0.74504 -3.60935
O -1.96234 -1.75181 -1.45401
S -0.66701 -2.22944 -0.79956
O 0.49183 -1.72984 -1.52900
O -0.79570 -1.47497 0.54001
O -0.65339 -3.65367 -0.58289
*
```